Entry from the Open Molecules 2025 dataset: a molecular structure, C20H21AsMoN4O7S2 (ωB97M-V/def2-TZVPD).

Properties
Energy above the lowest of the compared OMol25 structures with the same formula, charge and spin in kcal/mol: 0.0
Charge: +2
Electronic energy in Eh: -4620.35483
Highest occupied orbital energy (alpha / beta) in eV: -14.89 / -14.86
Spin multiplicity: 1

Geometry as XYZ:
```
56
C20H21AsMoN4O7S2 | the Open Molecules 2025 dataset | ωB97M-V/def2-TZVPD
Mo 0.4681 0.5934 -0.8004
N 2.5650 -2.2949 -3.0335
C 2.3633 -1.5165 -4.1533
C 1.6034 -0.4619 -3.7534
N 1.3470 -0.5936 -2.4123
C 1.9411 -1.7079 -2.0051
C 1.8159 -2.0503 -0.5994
N 1.1189 -1.2219 0.1697
C 1.1473 -1.7300 1.4465
C 1.8710 -2.8790 1.4371
N 2.2843 -3.0658 0.1333
H 3.1055 -3.1459 -3.0164
H 2.7740 -1.7810 -5.1115
H 1.2356 0.3733 -4.3236
H 0.6572 -1.2369 2.2680
H 2.1359 -3.5658 2.2211
H 2.8599 -3.8301 -0.1850
O 2.2577 3.0647 -2.6034
As 2.6894 3.0932 -0.9197
O 4.2600 3.2103 -0.6315
O 2.0144 1.4720 -0.4708
C 1.5628 4.2971 0.0564
C 2.2943 5.3477 0.5899
C 1.6559 6.3499 1.3171
C 0.2898 6.3023 1.5165
C -0.4544 5.2459 1.0011
C 0.1762 4.2485 0.2792
S -0.8517 2.9345 -0.2786
O -0.5690 1.7168 0.6053
O -2.2057 3.3480 -0.2715
O -0.2775 2.4491 -1.5820
H 3.0423 3.3030 -3.1220
H 3.3663 5.3837 0.4399
H 2.2399 7.1659 1.7198
H -0.2109 7.0825 2.0728
H -1.5243 5.2004 1.1505
C -2.0823 -4.7106 3.5658
C -2.2073 -3.6385 2.5233
C -1.9848 -3.9202 1.1704
C -2.1215 -2.9422 0.2050
C -2.4804 -1.6561 0.5987
C -2.6905 -1.3428 1.9384
C -2.5564 -2.3395 2.8902
S -2.6807 -0.3350 -0.5339
C -3.6948 -1.0404 -1.8136
O -1.3032 -0.2033 -1.2742
H -1.8835 -5.6838 3.1223
H -2.9982 -4.7826 4.1527
H -1.2752 -4.4778 4.2627
H -1.7254 -4.9297 0.8764
H -1.9585 -3.1784 -0.8398
H -2.9651 -0.3356 2.2281
H -2.7367 -2.1086 3.9327
H -3.2505 -1.9553 -2.1973
H -3.7848 -0.2861 -2.5932
H -4.6693 -1.2342 -1.3656
```

Here are the Mulliken charges for atoms 1 to 5, given in e:
1 Mo 1.478
2 N -0.135
3 C -0.564
4 C -0.628
5 N 0.599

Entry from the Open Molecules 2025 dataset: a molecular structure, C20H21BIrN6 (ωB97M-V/def2-TZVPD).

Properties
Energy above the lowest of the compared OMol25 structures with the same formula, charge and spin in kcal/mol: 13.4
Charge: +4
Electronic energy in Eh: -1230.62003
Highest occupied orbital energy (alpha / beta) in eV: -21.16 / -20.68
Spin multiplicity: 6
⟨S²⟩: 8.827

Geometry as XYZ:
```
49
C20H21BIrN6 | the Open Molecules 2025 dataset | ωB97M-V/def2-TZVPD
C -0.0828 3.3726 -1.0443
N -0.2048 2.1181 -1.5669
N 0.2386 2.1612 -2.8843
C 0.7000 3.4019 -3.1401
C 0.5049 4.1930 -2.0025
B 0.3708 0.8243 -3.6643
N 1.2470 -0.0591 -2.7000
N 0.8248 -0.3266 -1.4096
C 1.7420 -1.1497 -0.8151
C 2.7868 -1.3299 -1.7246
C 2.4597 -0.6200 -2.8747
Ir -0.8793 0.4744 -0.6900
N -1.0079 0.1258 -3.6276
N -1.5688 -0.1885 -2.3934
C -2.6662 -0.9792 -2.6073
C -2.8056 -1.1535 -3.9798
C -1.7537 -0.4695 -4.5800
H -3.2322 -1.3549 -1.7663
H -1.4646 -0.3901 -5.6141
H -3.5800 -1.7237 -4.4706
H 0.8360 0.9323 -4.7611
H 2.9700 -0.4832 -3.8180
H 1.1227 3.6347 -4.1114
H 3.6602 -1.9352 -1.5651
H 0.7475 5.2241 -1.8574
H 1.5820 -1.5283 0.1873
H -0.4215 3.5771 -0.0397
H -0.2065 -1.9674 1.4298
C -0.3813 -3.0110 1.7149
H -0.6682 -3.5893 0.8359
H 0.5411 -3.3994 2.1342
H -1.1662 -3.0190 2.4778
C -2.4996 0.4911 4.5180
C -1.3178 0.2614 3.7885
C -1.2720 0.5224 2.4230
C -2.4080 0.9692 1.7516
C -2.4547 1.0745 0.3263
C -3.5735 1.5851 -0.3156
C -4.7076 1.9710 0.4320
C -4.7217 1.8256 1.8058
C -3.6095 1.2911 2.4963
C -3.6191 1.0279 3.8891
H -2.5242 0.2434 5.5807
H -0.4294 -0.1284 4.2644
H -0.3675 0.3631 1.8294
H -3.5770 1.6999 -1.3949
H -5.5624 2.3876 -0.0993
H -5.6100 2.1013 2.3679
H -4.5264 1.2341 4.4629
```

Here are the Mulliken charges for atoms 1 to 5, given in e:
1 C -0.035
2 N -0.143
3 N 0.103
4 C -0.029
5 C -0.870

Entry from the Open Molecules 2025 dataset: a molecular structure, C20H21BN6Tc (ωB97M-V/def2-TZVPD).

Properties
Charge: +2
Electronic energy in Eh: -1208.32859
Highest occupied orbital energy (alpha / beta) in eV: -15.01 / -14.91
Spin multiplicity: 4
⟨S²⟩: 3.817

Geometry as XYZ:
```
49
C20H21BN6Tc | the Open Molecules 2025 dataset | ωB97M-V/def2-TZVPD
H -0.0093 3.2549 0.7707
N 0.4447 2.0335 -0.9059
B 1.0049 1.1623 -3.2426
N 0.8766 2.3055 -2.2067
C 1.0089 3.6313 -2.3378
Tc -0.0646 0.1015 -0.3826
H 1.3690 4.0211 -3.2762
C 0.6517 4.2518 -1.1475
H 0.6225 5.3073 -0.9482
C 0.3195 3.2268 -0.2574
H 1.3812 1.5547 -4.3122
C -2.1430 -2.6419 1.1905
H -2.3306 -2.5546 2.2720
H -1.1844 -3.1491 1.0320
H -2.9412 -3.2381 0.7330
N -0.4284 0.5525 -3.3416
N 1.9214 0.0516 -2.6557
N -1.0618 0.1069 -2.1875
N 1.6263 -0.5128 -1.4165
C -1.2759 0.3893 -4.3708
C 2.9749 -0.5963 -3.1694
H -0.9660 0.6950 -5.3562
H 3.3723 -0.2775 -4.1196
C -2.4470 -0.1913 -3.9056
C 3.3518 -1.6170 -2.3046
C -2.2939 -0.3667 -2.5260
C 2.4861 -1.5483 -1.2112
H -3.3048 -0.4621 -4.4895
H 4.1342 -2.3352 -2.4411
H -2.9496 -0.7662 -1.7667
H 2.4013 -2.1541 -0.3229
H -2.1183 -1.6303 0.7415
C 0.9102 -2.3236 4.5351
C 1.4285 -2.3658 3.2260
C 1.0256 -1.4155 2.2879
C 0.0613 -0.4488 2.6110
C -0.5328 0.3833 1.6044
C -1.5009 1.3257 1.9275
C -1.9369 1.4483 3.2708
C -1.4394 0.6057 4.2536
C -0.4459 -0.3689 3.9638
C -0.0003 -1.3374 4.8933
H 1.2235 -3.0711 5.2657
H 2.1426 -3.1449 2.9382
H 1.4353 -1.4290 1.2654
H -1.8908 1.9608 1.1328
H -2.6691 2.2225 3.5096
H -1.8138 0.6612 5.2800
H -0.4256 -1.3070 5.8970
```

Here are the Mulliken charges for atoms 1 to 5, given in e:
1 H 0.660
2 N 0.520
3 B -0.007
4 N -0.309
5 C 0.018

Entry from the Open Molecules 2025 dataset: a molecular structure, C20H21BeClFN2OSi (ωB97M-V/def2-TZVPD).

Properties
Energy above the lowest of the compared OMol25 structures with the same formula, charge and spin in kcal/mol: 7.4
Charge: -1
Electronic energy in Eh: -1824.03561
Highest occupied orbital energy in eV: -3.20
Spin multiplicity: 1

Geometry as XYZ:
```
48
C20H21BeClFN2OSi | the Open Molecules 2025 dataset | ωB97M-V/def2-TZVPD
Be -0.2293 -0.3290 0.6059
Cl 1.6281 -4.6965 -4.3078
C 0.9542 -3.5889 -3.1476
C -0.4710 -3.5433 -3.0280
C -1.0363 -2.6062 -2.2631
C -0.2724 -1.5610 -1.4935
O -0.8408 -1.4763 -0.2411
C 1.2171 -1.8869 -1.4651
C 2.0194 -1.3159 -0.5164
N 1.4919 -0.5710 0.4470
C 2.1143 -0.0502 1.4999
C 3.4628 0.2982 1.6379
C 3.8933 0.9644 2.7745
C 3.0308 1.2879 3.8029
C 1.6790 0.9112 3.7329
C 0.7159 1.1873 4.7242
C -0.5732 0.7509 4.5519
C -0.9048 0.0278 3.4004
N -0.0310 -0.2318 2.4545
C 1.2210 0.2144 2.5859
C 1.7620 -2.8181 -2.3852
H -1.0607 -4.2821 -3.5545
H -2.1042 -2.5702 -2.1245
H 3.0861 -1.5656 -0.4875
H 4.1545 0.0882 0.8322
H 4.9350 1.2524 2.8455
H 3.3797 1.8313 4.6686
H 1.0059 1.7517 5.6013
H -1.3339 0.9568 5.2921
H -1.9093 -0.3329 3.2403
H 2.8388 -2.9425 -2.4230
F -0.6583 1.0831 0.4615
C -0.5753 1.7673 -4.6257
Si -0.1251 -0.0304 -4.1113
C -1.2413 -1.1409 -5.2062
C 1.7041 -0.1798 -4.6581
C -0.4348 -0.1972 -2.2476
H -0.5168 1.9137 -5.7005
H 0.1007 2.4781 -4.1633
H -1.5797 2.0278 -4.3131
H -1.2365 -0.8084 -6.2406
H -2.2675 -1.0975 -4.8547
H -0.9355 -2.1807 -5.1851
H 1.8105 -0.0718 -5.7354
H 2.1412 -1.1298 -4.3728
H 2.2859 0.6078 -4.1857
H 0.2040 0.5083 -1.7202
H -1.4562 0.1239 -2.0392
```

Here are the Mulliken charges for atoms 1 to 5, given in e:
1 Be -0.360
2 Cl -0.301
3 C 0.797
4 C -0.666
5 C -1.404